# 1
Formula: CH5BN2O3
Source: the OMol25 dataset
Level of theory: ωB97M-V with the def2-TZVPD basis set

Last columns: bonded neighbours and bond lengths (Å).
Element x y z (Å)
1 H 1.49 -0.32 0.35  N2 0.993
2 N 0.57 -0.13 0.02  H1 0.993, C3 1.273
3 C -0.44 -0.85 0.30  N2 1.273, N4 1.374, O5 1.329
4 N -0.52 -2.08 0.91  C3 1.374, H6 0.936, H7 0.968
5 O -1.64 -0.41 -0.08  C3 1.329, H8 1.119
6 H 0.24 -2.57 1.15  N4 0.936
7 H -1.40 -2.40 1.16  N4 0.968
8 H -1.41 0.63 -0.43  O5 1.119
9 O -0.88 1.77 -1.13  B10 1.215
10 B 0.32 1.82 -0.98  O9 1.215, O11 1.319
11 O 1.57 2.24 -1.01  B10 1.319, H12 0.917
12 H 2.09 2.31 -0.25  O11 0.917

- ΔE to the lowest compared entry with this formula, charge and spin: 1.6325 eV
- Structure (SMILES): [H]/N=C(\N)O.O=BO
- Net charge: 0
- Strongest force on any atom: 3.80 eV Å⁻¹
- LUMO energy: 0.33 eV

Atomic partial charges in e from the Löwdin method, atoms 1 to 5: 0.07 0.14 -0.57 0.19 0.04

# 2
Formula: C4H11PS
Source: the OMol25 dataset
Level of theory: ωB97M-V with the def2-TZVPD basis set

Last columns: bonded neighbours and bond lengths (Å).
Element x y z (Å)
1 C -0.47 -0.76 -0.64  P5 1.873, H7 1.116, H8 1.154, H9 1.023
2 C -1.78 1.54 0.50  P5 1.880, H10 1.082, H11 1.132, H12 1.129
3 C 0.54 0.20 1.78  P5 1.932, H13 1.141, H14 1.080, H15 1.158
4 C 3.14 -0.47 -0.62  S6 1.644, H16 1.066
5 P -1.19 -0.17 0.99  C1 1.873, C2 1.880, C3 1.932
6 S 4.75 -0.25 -0.33  C4 1.644, H17 1.392
7 H -0.08 -1.77 -0.38  C1 1.116
8 H 0.52 -0.24 -0.92  C1 1.154
9 H -1.33 -0.87 -1.18  C1 1.023
10 H -1.63 2.26 1.29  C2 1.082
11 H -2.87 1.54 0.20  C2 1.132
12 H -1.38 1.70 -0.54  C2 1.129
13 H 1.27 0.50 0.96  C3 1.141
14 H 0.41 0.96 2.54  C3 1.080
15 H 0.91 -0.80 2.22  C3 1.158
16 H 2.63 -1.05 0.12  C4 1.066
17 H 4.75 0.75 -1.30  S6 1.392

- ΔE to the lowest compared entry with this formula, charge and spin: 4.2862 eV
- Net charge: 0
- Strongest force on any atom: 4.70 eV Å⁻¹
- LUMO energy: -0.33 eV

Atomic partial charges in e from the Löwdin method, atoms 1 to 5: -0.34 -0.34 -0.32 -0.49 0.78

What is the LUMO energy in the first record? 0.33 eV